Record 1
Computed, not measured: a 8-piece molecular cluster, C20H56Cl6O24P6 overall, with ωB97M-V/def2-TZVPD.

Each line ends with the Löwdin charge.
CARTESIAN COORDINATES (ANGSTROEM)
C1 -5.812 17.111 -17.219  -0.141
O1 -4.444 17.468 -17.090  -0.198
P1 -4.049 18.581 -16.023  0.319
O2 -2.613 18.751 -15.881  -0.211
O3 -4.870 19.861 -16.451  -0.222
C2 -4.489 20.627 -17.597  -0.079
O4 -4.878 18.221 -14.734  -0.212
C3 -4.433 17.141 -13.893  -0.077
H1 -5.960 16.749 -18.240  0.087
H2 -6.525 17.925 -17.091  0.057
H3 -6.051 16.286 -16.551  0.047
H4 -5.336 20.663 -18.280  0.081
H5 -3.602 20.211 -18.074  0.089
H6 -4.249 21.633 -17.255  0.091
H7 -3.345 17.123 -13.832  0.093
H8 -4.823 16.190 -14.245  0.082
H9 -4.790 17.353 -12.889  0.075
C4 -11.601 16.527 -9.321  -0.088
O5 -11.225 17.225 -10.506  -0.187
P2 -11.455 16.610 -11.931  0.325
O6 -10.806 17.327 -13.023  -0.211
O7 -13.035 16.535 -12.024  -0.190
C5 -13.633 16.438 -13.317  -0.099
O8 -10.952 15.120 -11.722  -0.242
C6 -11.093 14.167 -12.788  -0.069
H10 -10.713 16.385 -8.702  0.089
H11 -11.985 15.521 -9.493  0.085
H12 -12.337 17.115 -8.780  0.092
H13 -12.872 16.252 -14.074  0.032
H14 -14.180 17.312 -13.663  0.063
H15 -14.318 15.591 -13.321  0.095
H16 -11.008 14.653 -13.760  0.044
H17 -12.026 13.624 -12.656  0.096
H18 -10.250 13.480 -12.725  0.090
C7 -11.420 20.601 -19.975  -0.091
O9 -11.258 20.028 -18.665  -0.281
P3 -11.137 20.935 -17.380  0.289
O10 -10.859 20.164 -16.173  -0.221
O11 -12.456 21.775 -17.378  -0.213
C8 -12.857 22.470 -16.192  -0.081
O12 -10.032 22.002 -17.769  -0.217
C9 -8.657 21.583 -17.745  -0.079
H19 -11.302 21.683 -19.966  0.088
H20 -12.398 20.333 -20.364  0.051
H21 -10.670 20.148 -20.620  0.090
H22 -13.434 21.809 -15.550  0.067
H23 -13.420 23.348 -16.498  0.091
H24 -11.993 22.831 -15.628  0.091
H25 -8.102 22.249 -17.088  0.092
H26 -8.272 21.674 -18.760  0.090
H27 -8.561 20.563 -17.373  0.069
C10 -6.072 12.235 -22.210  -0.069
O13 -6.793 12.457 -20.981  -0.209
P4 -8.341 12.149 -20.905  0.339
O14 -8.979 11.690 -22.134  -0.221
O15 -8.422 11.140 -19.688  -0.206
C11 -9.432 10.133 -19.651  -0.091
O16 -8.946 13.491 -20.333  -0.222
C12 -8.383 14.126 -19.189  -0.106
H28 -6.728 11.896 -23.007  0.077
H29 -5.307 11.491 -22.001  0.089
H30 -5.596 13.175 -22.479  0.089
H31 -9.640 9.742 -20.644  0.082
H32 -10.373 10.513 -19.246  0.090
H33 -9.075 9.355 -18.982  0.088
H34 -8.156 15.161 -19.447  0.067
H35 -7.498 13.644 -18.779  0.092
H36 -9.135 14.185 -18.397  0.072
C13 -10.369 14.914 -23.256  -0.080
O17 -10.652 16.289 -23.002  -0.190
P5 -12.070 16.774 -22.550  0.320
O18 -12.194 18.203 -22.277  -0.217
O19 -12.995 16.247 -23.720  -0.207
C14 -14.410 16.428 -23.619  -0.086
O20 -12.482 15.822 -21.354  -0.216
C15 -11.712 15.825 -20.155  -0.100
H37 -9.292 14.755 -23.275  0.089
H38 -10.745 14.619 -24.235  0.094
H39 -10.761 14.282 -22.461  0.078
H40 -14.883 15.593 -24.129  0.089
H41 -14.690 17.376 -24.077  0.090
H42 -14.748 16.445 -22.582  0.085
H43 -11.021 14.980 -20.152  0.073
H44 -12.374 15.692 -19.300  0.065
H45 -11.193 16.776 -20.034  0.060
C16 -7.957 13.895 -9.830  -0.089
O21 -6.898 13.808 -10.773  -0.193
P6 -5.801 14.925 -10.924  0.300
O22 -4.867 14.653 -12.006  -0.211
O23 -6.602 16.286 -11.020  -0.218
C17 -7.600 16.434 -12.052  -0.080
O24 -5.183 15.030 -9.492  -0.201
C18 -3.918 15.665 -9.282  -0.076
H46 -8.903 13.776 -10.365  0.077
H47 -7.990 14.865 -9.333  0.090
H48 -7.904 13.084 -9.108  0.093
H49 -8.575 16.346 -11.586  0.062
H50 -7.481 15.682 -12.832  0.060
H51 -7.469 17.413 -12.503  0.097
H52 -4.033 16.502 -8.597  0.090
H53 -3.513 16.036 -10.224  0.083
H54 -3.233 14.929 -8.865  0.091
Cl1 -15.333 16.641 -17.437  0.510
C19 -14.211 18.007 -17.261  -1.518
Cl2 -14.804 19.085 -15.987  0.555
Cl3 -14.151 18.861 -18.804  0.601
H55 -13.230 17.631 -17.003  -0.047
Cl4 -11.337 15.889 -16.430  0.593
C20 -9.872 16.878 -16.297  -1.469
Cl5 -9.352 17.400 -17.884  0.631
Cl6 -8.608 15.968 -15.480  0.612
H56 -10.098 17.740 -15.675  0.003

highest occupied orbital energy	-10.48	eV
total energy	-201670.5510	eV
LUMO level	0.26	eV
relative energy (zero: lowest compared OMol25 entry of this formula, charge and spin)	0.0	kJ/mol



Record 2
Computed, not measured: C20H56N5O6Sr as an isolated structure, with ωB97M-V/def2-TZVPD.

Each line ends with the Löwdin charge.
CARTESIAN COORDINATES (ANGSTROEM)
Sr1 -8.718 1.940 18.702  1.595
O1 -9.028 3.793 17.048  -0.527
H1 -9.132 3.509 16.119  -0.032
C1 -10.822 4.674 13.795  -0.076
C2 -11.521 5.606 12.796  -0.411
C3 -10.598 6.026 11.572  -0.155
O2 -11.206 7.030 10.712  -0.222
C4 -10.541 7.514 9.588  -0.118
N1 -12.748 5.000 12.309  0.038
H2 -10.480 3.731 13.368  0.075
H3 -11.673 4.452 14.439  0.074
H4 -10.011 5.160 14.337  0.046
H5 -11.715 6.531 13.339  0.135
H6 -10.344 5.140 10.990  0.119
H7 -9.683 6.482 11.950  0.100
H8 -10.251 6.758 8.858  0.085
H9 -9.644 7.931 10.045  0.082
H10 -11.199 8.275 9.168  0.095
H11 -13.408 5.695 11.992  0.073
H12 -12.629 4.477 11.453  0.072
C5 -7.014 4.397 13.584  -0.047
C6 -6.599 5.514 14.609  -0.350
C7 -7.436 6.842 14.446  -0.213
O3 -6.698 7.868 14.957  -0.199
C8 -7.359 9.092 15.232  -0.078
N2 -6.607 4.973 15.948  0.046
H13 -8.098 4.311 13.518  0.037
H14 -6.648 3.377 13.697  0.063
H15 -6.760 4.640 12.552  0.076
H16 -5.563 5.695 14.321  0.134
H17 -8.377 6.887 14.994  0.104
H18 -7.628 7.197 13.434  0.121
H19 -7.987 8.998 16.117  0.057
H20 -7.897 9.430 14.347  0.098
H21 -6.682 9.871 15.583  0.095
H22 -7.542 4.724 16.238  0.007
H23 -6.388 5.736 16.573  0.077
C9 -11.667 6.796 17.986  -0.036
C10 -10.230 7.266 17.681  -0.399
C11 -9.984 8.606 18.420  -0.243
O4 -10.831 9.537 17.926  -0.176
C12 -10.756 9.955 16.593  -0.078
N3 -9.248 6.245 18.159  0.042
H24 -12.003 5.888 17.485  0.076
H25 -12.402 7.581 17.807  0.084
H26 -11.658 6.652 19.067  0.070
H27 -10.054 7.376 16.610  0.099
H28 -8.931 8.847 18.566  0.121
H29 -10.242 8.301 19.434  0.124
H30 -9.752 10.327 16.388  0.084
H31 -11.544 10.696 16.458  0.099
H32 -11.080 9.099 16.001  0.081
H33 -9.304 5.395 17.617  -0.018
H34 -8.314 6.585 17.978  0.057
C13 -4.957 1.766 19.149  -0.058
C14 -5.582 2.574 17.994  -0.401
C15 -6.106 1.713 16.772  -0.136
O5 -7.149 0.781 17.149  -0.386
C16 -7.530 -0.091 16.005  -0.031
N4 -6.594 3.369 18.629  -0.065
H35 -5.708 1.102 19.576  0.062
H36 -4.405 2.379 19.863  0.090
H37 -4.245 0.964 18.953  0.085
H38 -4.748 3.228 17.740  0.143
H39 -5.307 1.142 16.298  0.136
H40 -6.624 2.314 16.025  0.096
H41 -8.325 -0.770 16.314  0.091
H42 -6.675 -0.693 15.699  0.098
H43 -7.883 0.427 15.113  0.097
H44 -6.985 3.935 17.889  0.020
H45 -6.189 4.043 19.262  0.110
C17 -11.976 2.248 19.877  -0.057
C18 -11.475 3.646 20.275  -0.442
C19 -11.428 3.913 21.802  -0.198
O6 -11.028 5.262 21.995  -0.173
C20 -11.100 5.605 23.406  -0.071
N5 -10.197 3.817 19.701  -0.069
H46 -13.043 2.311 20.091  0.089
H47 -11.630 1.453 20.538  0.077
H48 -11.848 2.027 18.817  0.074
H49 -12.149 4.391 19.852  0.138
H50 -10.785 3.170 22.272  0.123
H51 -12.359 3.652 22.305  0.129
H52 -12.044 5.321 23.871  0.083
H53 -10.903 6.633 23.709  0.094
H54 -10.424 4.950 23.956  0.083
H55 -9.917 4.668 20.168  0.074
H56 -10.360 4.284 18.821  0.032

highest occupied orbital energy	-10.95	eV
total energy	-42211.4233	eV
charge	+1
LUMO level	-3.35	eV
relative energy (zero: lowest compared OMol25 entry of this formula, charge and spin)	211.5	kJ/mol